# C4H5NO

A single C4H5NO molecule in a non-equilibrium geometry (ωB97M-V/def2-TZVPD, the Open Molecules 2025 dataset).

## Properties
Kohn-Sham gap (spin up / spin down) = 8.34 / 8.37 eV
energy relative to the best compared isomer or geometry (same formula, charge and spin) = 5.065 eV
HOMO energy (spin up / spin down) = -7.68 / -7.71 eV
E = -7761.4619 eV

Element x y z (Å)
C -1.37731 -0.25630 0.64466
C -0.23375 -0.71076 1.07210
C 1.02077 0.58040 -0.54843
C -0.08053 1.02438 -1.10171
N 0.98634 -0.25989 0.56220
O -0.54523 1.97475 -1.90333
H -2.42630 -0.35334 0.73552
H -0.08751 -1.42232 1.88239
H 2.02822 0.76306 -0.91341
H 1.81534 -0.79486 0.76976
H -1.31008 1.64823 -2.40040

=====

# C4H5NO

2 unconnected molecules or ions with the total composition C4H5NO in a non-equilibrium geometry (ωB97M-V/def2-TZVPD, the Open Molecules 2025 dataset).

## Properties
Kohn-Sham gap = 9.78 eV
energy relative to the best compared isomer or geometry (same formula, charge and spin) = 1.964 eV
HOMO energy = -8.74 eV
E = -7764.5628 eV

Element x y z (Å)
C 1.75929 0.06653 -0.42270
C -0.99174 1.90203 -0.01979
O -2.01283 2.35486 0.17138
C -1.48667 -1.11084 0.50638
C -0.20083 -1.08730 0.23108
N 0.98942 -1.08766 -0.03471
H 1.26959 1.04230 -0.30857
H 2.02570 -0.03646 -1.47982
H 2.67629 0.06956 0.16933
H -2.21136 -1.24998 -0.28899
H -1.84414 -0.92944 1.51401

=====

# C4H5NO

A single C4H5NO molecule (ωB97M-V/def2-TZVPD, the Open Molecules 2025 dataset).

## Properties
Kohn-Sham gap = 8.83 eV
energy relative to the best compared isomer or geometry (same formula, charge and spin) = 2.023 eV
HOMO energy = -7.98 eV
SMILES = N=C=C/C=C\O
E = -7764.5036 eV

Element x y z (Å)
N -1.81150 0.16888 1.66817
C -0.87546 -0.40821 1.12740
C 0.19482 -1.02906 0.66159
C 1.02565 -0.55371 -0.44625
C 0.78573 0.55930 -1.14035
O -0.33773 1.30565 -0.87993
H -2.72567 -0.00158 1.24990
H 0.44130 -1.97481 1.13444
H 1.88005 -1.16388 -0.72390
H 1.40187 0.88257 -1.97818
H -0.08020 2.20814 -0.65662

=====

# C4H5NO

A single C4H5NO molecule in a non-equilibrium geometry (ωB97M-V/def2-TZVPD, the Open Molecules 2025 dataset).

## Properties
Kohn-Sham gap = 8.88 eV
energy relative to the best compared isomer or geometry (same formula, charge and spin) = 3.105 eV
HOMO energy = -9.28 eV
SMILES = [H]/N=C(/C=C)C=O
E = -7763.4220 eV

Element x y z (Å)
H -0.95807 -1.14051 -2.29224
N -0.11260 -1.09592 -1.72420
C -0.24964 -0.44191 -0.64546
C 0.91959 0.05667 0.17663
C 0.95286 -0.01973 1.52989
C -1.27406 0.57787 -0.35462
O -0.80138 1.54249 0.27084
H 1.85557 -0.04504 -0.36242
H 0.08306 0.26261 2.10139
H 1.87968 -0.18145 2.05623
H -2.29500 0.48495 -0.75604

=====

# C4H5NO

A molecular structure, C4H5NO in a non-equilibrium geometry (ωB97M-V/def2-TZVPD, the Open Molecules 2025 dataset).

## Properties
Kohn-Sham gap = 9.74 eV
energy relative to the best compared isomer or geometry (same formula, charge and spin) = 2.339 eV
HOMO energy = -9.19 eV
E = -7764.1878 eV

Element x y z (Å)
C -1.74320 0.06821 0.12695
C -0.26239 -0.29860 0.12700
C 0.70146 0.60233 -0.27476
C 1.95361 -0.06064 -0.14783
N 1.96986 -1.26632 0.27673
O 0.21859 -1.46164 0.49928
H -2.17137 0.05075 1.13790
H -1.84296 1.09130 -0.26968
H -2.33945 -0.60419 -0.50352
H 0.53114 1.61534 -0.62193
H 2.98470 0.26345 -0.35014

=====

# C4H5NO

A single C4H5NO molecule in a non-equilibrium geometry (ωB97M-V/def2-TZVPD, the Open Molecules 2025 dataset).

## Properties
Kohn-Sham gap = 10.34 eV
energy relative to the best compared isomer or geometry (same formula, charge and spin) = 2.765 eV
HOMO energy = -9.76 eV
SMILES = CC1=N[C@H]1C=O
E = -7763.7613 eV

Element x y z (Å)
C 1.00737 -0.42938 -0.35662
C 0.04702 -0.01989 0.59423
N -0.26556 0.13004 1.85451
C -1.36408 0.31578 0.79044
C -1.71757 1.72363 0.52551
O -2.71967 2.01450 -0.04574
H 1.79153 0.17727 -0.22045
H 0.78357 -0.37098 -1.37965
H 1.17005 -1.51848 -0.07914
H -2.15018 -0.37757 0.69208
H -0.90158 2.37563 0.93030